DFT (ωB97M-V/def2-TZVPD) results for a 2-piece molecular cluster, C3H12N2O overall.

Results
Structure (SMILES): CCNCN.O
ΔE to the lowest compared entry with this formula, charge and spin in kcal per mole: 15.9
Energy in eV: -8332.63421
HOMO level in eV: -9.1

Structure (ORCA input):
```
! wB97M-V def2-TZVPD RIJCOSX def2/J DEFGRID3
* xyz 0 1
C -2.25829 0.79642 -0.81195
C -1.16145 -0.26864 -0.48610
N -0.43199 0.22088 0.65756
C 0.37746 -0.72850 1.40078
N 1.38452 -1.33915 0.54626
H -3.15378 0.76925 -0.17003
H -2.66902 0.63984 -1.80888
H -1.87290 1.79882 -0.63259
H -1.82818 -1.11823 -0.26016
H -0.67653 -0.43291 -1.44512
H -1.08835 0.67060 1.27290
H -0.15927 -1.54792 1.92208
H 0.87727 -0.18718 2.21042
H 2.13201 -1.67135 1.13327
H 0.98356 -2.06028 -0.03358
O 1.88519 1.28190 -1.19455
H 1.31240 0.84022 -0.51864
H 2.45433 1.74987 -0.60948
*
```

DFT (ωB97M-V/def2-TZVPD) results for a 2-piece molecular cluster, C3H12N2O overall.

Results
Structure (SMILES): C[C@H](N)CN.O
ΔE to the lowest compared entry with this formula, charge and spin in kcal per mole: 13.0
Energy in eV: -8332.75810
HOMO level in eV: -8.7

Structure (ORCA input):
```
! wB97M-V def2-TZVPD RIJCOSX def2/J DEFGRID3
* xyz 0 1
C -1.44851 0.35400 -0.87320
C 0.00910 0.23895 -0.47812
N 0.14467 -0.11157 0.98397
C 0.73706 1.65100 -0.74399
N 2.16209 1.63557 -0.44667
H -1.62917 0.57465 -1.93830
H -1.95077 -0.64215 -0.71589
H -1.89551 1.14517 -0.22262
H 0.56074 -0.38753 -1.17135
H -0.31768 0.56198 1.58692
H -0.26790 -1.00851 0.98113
H 0.32385 2.48334 -0.15868
H 0.61218 1.93877 -1.85311
H 2.52252 0.99380 -1.10938
H 2.37575 1.30676 0.49441
O -1.20519 -2.99570 1.25943
H -0.57831 -3.75922 1.16071
H -2.04738 -3.37319 1.68156
*
```

DFT (ωB97M-V/def2-TZVPD) results for a 2-piece molecular cluster, C3H12N2O overall.

Results
Structure (SMILES): CCO.NCN
ΔE to the lowest compared entry with this formula, charge and spin in kcal per mole: 19.7
Energy in eV: -8332.46618
HOMO level in eV: -8.5

Structure (ORCA input):
```
! wB97M-V def2-TZVPD RIJCOSX def2/J DEFGRID3
* xyz 0 1
C 1.70800 -1.22545 -0.40942
C 2.17601 0.09483 0.17779
O 2.29545 1.12174 -0.79895
H 0.95167 -1.69214 0.20720
H 2.50529 -1.96259 -0.51214
H 1.28935 -1.12815 -1.41556
H 1.47058 0.42913 0.93731
H 3.12225 -0.06604 0.69776
H 3.22426 1.17705 -1.07307
N -2.01220 0.42492 1.42096
C -1.60387 0.14823 0.07393
N -2.60557 0.38205 -0.94144
H -2.65498 1.17527 1.58354
H -2.00518 -0.34138 2.06793
H -1.22567 -0.88593 0.05705
H -0.67721 0.68559 -0.19922
H -2.43664 1.28638 -1.35717
H -3.52155 0.37646 -0.51648
*
```

DFT (ωB97M-V/def2-TZVPD) results for a 3-piece molecular cluster, C3H12N2O2 overall.

Results
Structure (SMILES): C=NO.CN.CO
ΔE to the lowest compared entry with this formula, charge and spin in kcal per mole: 125.6
Energy in eV: -10376.10407
HOMO level in eV: -8.3

Structure (ORCA input):
```
! wB97M-V def2-TZVPD RIJCOSX def2/J DEFGRID3
* xyz 0 1
C -1.65553 -0.99605 0.59308
N -0.64674 -1.72853 0.10777
O 0.12887 -2.26513 1.11256
H -1.94387 -1.17703 1.62797
H -2.50785 -0.98748 -0.07871
H 0.91574 -2.57260 0.63267
C 2.38438 -0.45374 0.13878
N 1.12514 -0.35949 -0.57316
H 2.91411 -1.36827 -0.13949
H 3.05394 0.39068 -0.06362
H 2.17767 -0.48366 1.20895
H 0.58084 0.52183 -0.33211
H 1.22648 -0.49856 -1.57131
C -1.33787 2.32333 -0.64860
O -0.63394 1.52099 0.26084
H -2.34426 2.56732 -0.28194
H -0.79677 3.26363 -0.79603
H -1.45005 1.83432 -1.62890
H -1.19030 0.46844 0.43127
*
```

DFT (ωB97M-V/def2-TZVPD) results for a 3-piece molecular cluster, C3H12N2O2 overall.

Results
Structure (SMILES): C/C(N)=C/N.O.O
ΔE to the lowest compared entry with this formula, charge and spin in kcal per mole: 50.0
Energy in eV: -10379.38255
HOMO level in eV: -7.4

Structure (ORCA input):
```
! wB97M-V def2-TZVPD RIJCOSX def2/J DEFGRID3
* xyz 0 1
C 1.59639 -1.79627 1.20502
C 0.73406 -1.25935 0.05049
N -0.47125 -0.62315 0.45035
C 1.44352 -0.90287 -1.05259
N 0.83600 -0.48376 -2.22209
H 2.13688 -0.89199 1.54059
H 1.01213 -2.14709 2.05938
H 2.37294 -2.52793 0.97610
H -0.58757 -0.69163 1.45568
H -1.32331 -1.06883 0.11822
H 2.42260 -1.35434 -1.10710
H -0.15375 -0.33090 -2.12651
H 1.24247 0.06793 -2.95440
O -1.37410 2.61255 1.74853
H -1.25816 1.67997 1.49654
H -0.79759 3.01168 1.08868
O -1.82520 1.55458 -0.53840
H -2.58558 2.11917 -0.35300
H -2.05746 0.63611 -0.71750
*
```

DFT (ωB97M-V/def2-TZVPD) results for a 2-piece molecular cluster, C3H12N2O2 overall.

Results
Structure (SMILES): NCCNCO.O
ΔE to the lowest compared entry with this formula, charge and spin in kcal per mole: 33.8
Energy in eV: -10380.08373
HOMO level in eV: -8.8

Structure (ORCA input):
```
! wB97M-V def2-TZVPD RIJCOSX def2/J DEFGRID3
* xyz 0 1
N -0.71205 2.73926 2.02698
C -0.48804 1.46456 1.35843
C 0.62215 1.56509 0.32519
N 0.69771 0.39450 -0.53409
C 0.21265 0.52283 -1.86977
O 0.96601 -0.27537 -2.78495
H -1.50195 3.24124 1.64080
H -0.84930 2.66732 3.02542
H -0.22565 0.68688 2.07841
H -1.37402 1.10021 0.81021
H 1.57425 1.76059 0.79765
H 0.40878 2.41640 -0.32384
H 0.39385 -0.47960 -0.14409
H 0.27387 1.55826 -2.23255
H -0.81715 0.18381 -2.02119
H 1.89743 -0.14129 -2.55025
O -0.15588 -6.22210 -0.08679
H -0.13350 -7.18981 -0.11570
H -0.78916 -5.99279 0.60012
*
```

DFT (ωB97M-V/def2-TZVPD) results for a 2-piece molecular cluster, C3H12N2O2 overall.

Results
Structure (SMILES): NCNCCO.O
ΔE to the lowest compared entry with this formula, charge and spin in kcal per mole: 66.8
Energy in eV: -10378.65491
HOMO level in eV: -8.2

Structure (ORCA input):
```
! wB97M-V def2-TZVPD RIJCOSX def2/J DEFGRID3
* xyz 0 1
N -0.75007 -2.16419 0.22201
C -0.68565 -1.72888 -1.17212
N -0.70846 -0.25602 -1.19211
C 0.44950 0.70783 -1.13270
C 0.39400 2.01201 -0.28917
O 0.09329 1.87689 1.08502
H -0.10155 -1.63177 0.84181
H -1.72698 -1.79890 0.48800
H 0.19444 -2.12094 -1.58724
H -1.49581 -2.21817 -1.70060
H -1.50435 0.23440 -1.49756
H 1.36882 -0.03844 -0.86303
H 0.71331 1.03137 -2.10565
H 1.39492 2.37506 -0.20621
H -0.18025 2.70698 -0.94366
H -0.42630 0.95756 1.35020
O 0.64438 0.00634 2.69817
H 1.22595 -0.71658 3.03505
H 1.10082 0.76543 2.96980
*
```

DFT (ωB97M-V/def2-TZVPD) results for a 2-piece molecular cluster, C3H12N2O2 overall.

Results
Structure (SMILES): NCNCCO.O
ΔE to the lowest compared entry with this formula, charge and spin in kcal per mole: 55.0
Energy in eV: -10379.16672
HOMO level in eV: -9.2

Structure (ORCA input):
```
! wB97M-V def2-TZVPD RIJCOSX def2/J DEFGRID3
* xyz 0 1
N 0.55621 0.71185 1.31692
C -0.69062 1.26346 0.77706
N -1.79771 0.38124 1.03491
C -1.77122 -0.67094 0.05552
C -0.61613 -1.61453 0.01915
O 0.30087 -1.09272 -1.02499
H 0.76240 0.58110 2.35052
H 1.37059 1.28078 1.01981
H -0.58591 1.43612 -0.25958
H -0.86575 2.24724 1.32483
H -1.68962 0.03686 1.94603
H -1.81159 -0.31964 -0.91900
H -2.60283 -1.32183 0.24050
H -0.85187 -2.58218 -0.27968
H -0.31921 -1.66612 1.06104
H 0.79271 -0.42332 -0.63083
O 3.48816 0.31795 -2.80840
H 2.70329 0.14475 -2.28287
H 3.62824 1.28992 -2.94095
*
```

DFT (ωB97M-V/def2-TZVPD) results for a 3-piece molecular cluster, C3H12N2O3 overall.

Results
Structure (SMILES): CNC(=O)CN.O.O
ΔE to the lowest compared entry with this formula, charge and spin in kcal per mole: 43.7
Energy in eV: -12427.45578
HOMO level in eV: -9.2

Structure (ORCA input):
```
! wB97M-V def2-TZVPD RIJCOSX def2/J DEFGRID3
* xyz 0 1
C 0.46829 2.69573 -0.10430
N -0.14674 1.48697 -0.72563
C 0.49300 0.22512 -0.40879
O 1.58346 0.22660 0.05234
C -0.31519 -0.98384 -0.73252
N -1.61420 -0.82466 -0.02058
H -0.16422 3.53529 -0.41718
H 0.54045 2.45967 0.95194
H 1.49255 2.92061 -0.44092
H -1.06143 1.45193 -0.91241
H 0.21129 -1.89454 -0.47074
H -0.55848 -0.92665 -1.82392
H -2.08678 -1.63462 0.18516
H -1.54723 -0.18973 0.76650
O -0.91433 -0.40778 3.27032
H -1.05038 0.56485 3.00195
H -0.20224 -0.62883 3.92315
O 1.80853 -2.86146 -1.79537
H 0.93929 -3.13635 -2.05934
H 2.12436 -2.07831 -2.23967
*
```

DFT (ωB97M-V/def2-TZVPD) results for a 3-piece molecular cluster, C3H12N2O3 overall.

Results
Structure (SMILES): C[C@@H](N)C(N)=O.O.O
ΔE to the lowest compared entry with this formula, charge and spin in kcal per mole: 33.6
Energy in eV: -12427.89393
HOMO level in eV: -9.1

Structure (ORCA input):
```
! wB97M-V def2-TZVPD RIJCOSX def2/J DEFGRID3
* xyz 0 1
C -0.88273 0.92420 -1.34345
C -0.15822 0.09927 -0.20006
N -0.91035 -0.68267 0.72058
C 0.98368 -0.87615 -0.78686
N 0.70041 -1.49480 -1.91027
O 2.03296 -0.87883 -0.18124
H -1.42277 0.22605 -1.99328
H 0.02313 1.40567 -1.88462
H -1.54920 1.57892 -0.75763
H 0.45986 0.81142 0.31173
H -1.35154 -0.05560 1.43552
H -1.78577 -1.01466 0.27525
H 1.50400 -1.81474 -2.47387
H -0.21667 -1.42138 -2.31479
O -2.42693 2.52452 0.88193
H -1.74707 2.47816 1.54059
H -2.57768 3.48659 0.75803
O 1.36238 -0.36214 2.26692
H 1.55650 -0.31464 1.37090
H 1.17319 -1.27572 2.30131
*
```

DFT (ωB97M-V/def2-TZVPD) results for a 2-piece molecular cluster, C3H12N2S overall.

Results
Structure (SMILES): CSC.NCN
ΔE to the lowest compared entry with this formula, charge and spin in kcal per mole: 21.4
Energy in eV: -17119.91881
HOMO level in eV: -8.0

Structure (ORCA input):
```
! wB97M-V def2-TZVPD RIJCOSX def2/J DEFGRID3
* xyz 0 1
C -1.89857 0.25385 -1.74189
S -0.76530 -1.07147 -1.25925
C 0.79457 -0.53860 -2.04312
H -2.83561 0.14667 -1.18666
H -2.28267 0.03581 -2.73861
H -1.52507 1.26546 -1.73579
H 1.67192 -0.84802 -1.48514
H 0.74818 -0.71604 -3.12258
H 1.04001 0.53454 -2.16967
N 1.55871 -0.84751 1.73827
C 0.65316 0.10774 2.35010
N -0.32778 0.88166 1.57034
H 1.06305 -1.68426 1.47449
H 2.17283 -0.48604 1.02670
H -0.01983 -0.52543 2.93468
H 1.20853 0.80210 2.98193
H -1.25233 0.86136 1.96066
H -0.00379 1.82818 1.44555
*
```

DFT (ωB97M-V/def2-TZVPD) results for a 2-piece molecular cluster, C3H12N2S overall.

Results
Structure (SMILES): CCS.NCN
ΔE to the lowest compared entry with this formula, charge and spin in kcal per mole: 42.4
Energy in eV: -17119.00783
HOMO level in eV: -9.1

Structure (ORCA input):
```
! wB97M-V def2-TZVPD RIJCOSX def2/J DEFGRID3
* xyz 0 1
C 3.78185 0.56314 -1.35750
C 3.84162 0.19738 0.31084
S 2.47327 -0.77757 0.94046
H 2.69423 0.81906 -1.61919
H 4.01638 -0.28970 -1.94082
H 4.45626 1.26624 -1.73218
H 4.85265 -0.22987 0.32513
H 3.83514 1.07771 0.95652
H 1.68659 -0.74902 -0.11060
N -3.21125 0.33310 -0.46213
C -3.62583 -0.65037 0.43761
N -3.76362 -0.27990 1.92355
H -3.61207 0.54545 -1.39959
H -2.27625 0.18526 -0.71355
H -4.45989 -1.17374 -0.01968
H -2.73824 -1.30595 0.59210
H -3.21306 0.62111 1.88714
H -4.73778 -0.15233 1.98189
*
```

| no. | strongest force on any atom (eV/A) |
| --- | --- |
| 1 | 3.26 |
| 2 | 3.48 |
| 3 | 1.26 |
| 4 | 3.83 |
| 5 | 2.44 |
| 6 | 1.10 |
| 7 | 4.54 |
| 8 | 4.31 |
| 9 | 6.25 |
| 10 | 3.87 |
| 11 | 1.81 |
| 12 | 4.58 |